*1*
This record from the Open Molecules 2025 dataset describes a cluster of 3 separate species, C3H11NO4 in total. The level of theory is wB97M-V/def2-TZVPD.

Cartesian coordinates (Å):
1 N 1.285 0.555 -0.790
2 C 1.281 -0.591 -0.003
3 O 2.258 -1.303 0.082
4 C -0.024 -0.761 0.722
5 C -0.090 0.184 1.953
6 O -0.550 1.494 1.598
7 H 2.105 1.065 -1.036
8 H 0.446 1.119 -0.855
9 H -0.847 -0.524 0.054
10 H -0.060 -1.743 1.195
11 H -0.836 -0.244 2.618
12 H 0.908 0.270 2.385
13 H 0.204 2.063 1.545
14 O -0.597 -2.879 -1.847
15 H -0.027 -3.627 -1.639
16 H -0.556 -2.575 -2.741
17 O -1.264 2.341 -1.195
18 H -1.526 2.804 -0.398
19 H -2.111 2.353 -1.649

## Properties
Lowest unoccupied orbital energy ... 0.55 eV
Kohn-Sham gap ... 9.99 eV

And the Löwdin charges, in e, turn out to be: N 0.165; C -0.554; O 0.047; C -0.106; C -0.216; O -0.079; H 0.096; H 0.046; H 0.116; H 0.121; H 0.113; H 0.126; H 0.069; O -0.044; H 0.046; H 0.023; O -0.050; H 0.034; H 0.047

=====

*2*
This record from the Open Molecules 2025 dataset describes a cluster of 3 separate species, C3H11NO4 in total. The level of theory is wB97M-V/def2-TZVPD.

Cartesian coordinates (Å):
1 O -1.735 -0.402 -1.403
2 C -1.561 -0.617 -0.184
3 O -0.601 -1.609 0.185
4 C -0.996 0.892 0.468
5 C -0.399 0.655 1.844
6 N -0.041 1.407 -0.403
7 H -0.253 -1.279 -0.717
8 H -1.849 1.587 0.510
9 H 0.433 -0.049 1.721
10 H 0.003 1.596 2.252
11 H -1.124 0.204 2.531
12 H -0.273 1.079 -1.334
13 H 0.912 1.151 -0.139
14 H -2.496 -0.825 0.412
15 H 2.304 -1.557 -1.576
16 O 1.819 -0.750 -1.359
17 H 3.227 0.650 1.101
18 H 2.128 -0.376 -0.470
19 O 2.326 0.491 0.804

## Properties
Lowest unoccupied orbital energy ... -4.40 eV
Kohn-Sham gap ... 4.13 eV

And the Löwdin charges, in e, turn out to be: O 0.076; C -0.471; O 0.062; C -0.235; C -0.046; N 0.219; H 0.113; H 0.171; H 0.063; H 0.116; H 0.095; H 0.118; H 0.051; H 0.207; H 0.040; O -0.120; H -0.048; H -0.037; O -0.375

=====

Stability order, top to bottom: *1*, *2*

=====

*1*
This record from the Open Molecules 2025 dataset describes a cluster of 3 separate species, C3H11NO4 in total. The level of theory is wB97M-V/def2-TZVPD.

Cartesian coordinates (Å):
1 C 1.419 0.835 1.379
2 N 1.151 0.304 -0.005
3 C 0.250 1.182 -0.756
4 C -1.183 0.757 -0.490
5 O -2.043 0.354 -1.208
6 O -1.453 1.015 0.840
7 H 0.746 0.347 2.080
8 H 1.158 1.891 1.549
9 H 2.493 0.806 1.536
10 H 2.089 0.373 -0.372
11 H 0.328 1.069 -1.837
12 H 0.295 2.250 -0.533
13 H -2.330 0.737 1.125
14 O -0.703 -2.586 -2.349
15 H -0.498 -2.286 -1.464
16 H 0.033 -2.334 -2.894
17 O -0.654 -1.937 0.920
18 H -1.041 -1.603 1.725
19 H -0.056 -1.175 0.753

## Properties
Lowest unoccupied orbital energy ... 0.44 eV
Kohn-Sham gap ... 10.72 eV

And the Löwdin charges, in e, turn out to be: C -0.100; N -0.094; C -0.138; C -0.507; O 0.141; O 0.056; H 0.064; H 0.081; H 0.081; H 0.100; H 0.129; H 0.125; H 0.122; O -0.043; H -0.006; H 0.019; O -0.052; H 0.027; H -0.007

=====

*2*
This record from the Open Molecules 2025 dataset describes a cluster of 4 separate species, C3H11NO4 in total. The level of theory is wB97M-V/def2-TZVPD.

Cartesian coordinates (Å):
1 C 1.912 1.218 -2.312
2 N 0.767 0.814 -1.368
3 C 0.846 -0.511 -1.007
4 C 0.611 -0.772 0.364
5 O 0.346 -2.048 0.711
6 O 0.782 0.121 1.186
7 H 2.279 2.221 -2.222
8 H 1.542 1.080 -3.328
9 H 2.725 0.522 -2.140
10 H 0.903 1.393 -0.496
11 H 2.148 1.321 -0.139
12 H 0.513 -1.200 -1.770
13 H 0.343 -2.050 1.681
14 H -2.635 -0.579 -0.636
15 H -1.442 0.301 -1.018
16 O -2.188 0.244 -0.409
17 H -1.474 0.211 2.309
18 H -2.802 0.473 1.714
19 O -2.355 0.519 2.569

## Properties
Lowest unoccupied orbital energy ... -1.98 eV
Kohn-Sham gap ... 6.14 eV

And the Löwdin charges, in e, turn out to be: C -0.099; N -0.036; C -0.135; C -0.595; O 0.101; O 0.048; H 0.068; H 0.078; H 0.075; H 0.057; H 0.209; H 0.134; H 0.127; H 0.057; H 0.011; O -0.039; H 0.004; H 0.004; O -0.070

=====

Stability order, top to bottom: *1*, *2*

=====

*1*
This record from the Open Molecules 2025 dataset describes a structure of composition C6H16N. The level of theory is wB97M-V/def2-TZVPD.

Cartesian coordinates (Å):
1 C 0.586 0.868 -1.704
2 C -0.395 0.101 -0.794
3 C 0.297 -0.466 0.396
4 C -0.478 -0.723 1.618
5 C -0.311 -2.203 2.117
6 C -0.026 0.178 2.809
7 N -1.033 -0.897 -1.589
8 H 1.340 0.144 -2.108
9 H 1.052 1.621 -1.133
10 H 0.039 1.283 -2.617
11 H -1.185 0.863 -0.463
12 H 1.679 4.526 -5.588
13 H 1.266 -0.890 0.251
14 H -1.517 -0.561 1.426
15 H -0.689 -2.849 1.338
16 H 0.741 -2.390 2.241
17 H -0.839 -2.320 3.093
18 H -0.074 1.221 2.475
19 H 1.007 -0.056 3.021
20 H -0.593 0.034 3.668
21 H -0.616 -1.856 -1.385
22 H 1.791 5.284 -5.459
23 H -2.041 -0.912 -1.612

## Properties
Lowest unoccupied orbital energy ... -7.00 eV
Kohn-Sham gap ... 7.29 eV
Net charge ... +1

And the Löwdin charges, in e, turn out to be: C -0.042; C -0.475; C 0.217; C -0.364; C -0.016; C 0.000; N 0.119; H 0.103; H 0.062; H 0.124; H 0.188; H -0.003; H 0.157; H 0.135; H 0.078; H 0.085; H 0.117; H 0.098; H 0.095; H 0.076; H 0.137; H 0.003; H 0.107

=====

*2*
This record from the Open Molecules 2025 dataset describes the ion C6H16N with charge +1. The level of theory is wB97M-V/def2-TZVPD.

Cartesian coordinates (Å):
1 C -1.397 -1.791 0.065
2 C -1.452 -0.308 -0.305
3 C -1.853 0.534 0.901
4 C -0.118 0.144 -0.936
5 C 1.231 -0.062 -0.208
6 C 2.307 0.697 -1.007
7 N 1.139 0.641 1.131
8 H -0.630 -2.028 0.828
9 H -2.318 -2.164 0.506
10 H -1.176 -2.398 -0.827
11 H -2.263 -0.016 -1.004
12 H -1.319 0.345 1.841
13 H -2.882 0.342 1.237
14 H -1.979 1.615 0.771
15 H -0.115 1.210 -1.212
16 H -0.048 -0.487 -1.828
17 H 1.438 -1.133 -0.181
18 H 2.799 0.166 -1.824
19 H 3.150 0.978 -0.365
20 H 1.919 1.621 -1.455
21 H 1.981 0.794 1.690
22 H 0.485 0.015 1.607
23 H 0.716 1.569 1.064

## Properties
Lowest unoccupied orbital energy ... -3.34 eV
Kohn-Sham gap ... 11.84 eV
Net charge ... +1

And the Löwdin charges, in e, turn out to be: C -0.060; C -0.406; C -0.105; C -0.146; C -0.311; C -0.043; N 0.221; H 0.084; H 0.088; H 0.095; H 0.153; H 0.067; H 0.095; H 0.092; H 0.125; H 0.137; H 0.156; H 0.099; H 0.085; H 0.092; H 0.178; H 0.132; H 0.172

=====

Stability order, top to bottom: *2*, *1*

=====

*1*
This record from the Open Molecules 2025 dataset describes a cluster of 2 separate species, C2H2OS2 in total. The level of theory is wB97M-V/def2-TZVPD.

Cartesian coordinates (Å):
1 O 0.416 1.405 -1.320
2 C 1.359 0.934 -0.710
3 C 2.261 0.379 0.063
4 S 3.373 -0.709 0.287
5 S -0.356 -0.933 1.165
6 H -0.172 -0.600 -0.086
7 H -0.189 0.107 1.992

## Properties
Lowest unoccupied orbital energy (alpha / beta) ... -2.27 / -2.23 eV
Kohn-Sham gap (alpha / beta) ... 6.44 / 6.61 eV

And the Löwdin charges, in e, turn out to be: O 0.100; C -0.311; C -0.682; S 0.771; S 0.537; H -0.237; H -0.178

=====

*2*
This record from the Open Molecules 2025 dataset describes an isolated molecule of C2H2OS2. The level of theory is wB97M-V/def2-TZVPD.

Cartesian coordinates (Å):
1 O 0.181 -2.190 0.111
2 C -0.424 -1.242 0.509
3 C -0.107 0.140 -0.026
4 S -1.439 0.949 -0.561
5 S 1.509 0.678 0.212
6 H -1.297 -1.339 1.147
7 H 1.915 -0.566 0.649

## Properties
Lowest unoccupied orbital energy ... -1.06 eV
Kohn-Sham gap ... 8.21 eV

And the Löwdin charges, in e, turn out to be: O 0.053; C -0.403; C -1.189; S 0.681; S 0.820; H 0.112; H -0.073

=====

Stability order, top to bottom: *2*, *1*